(1)
26
Properties=species:S:1:pos:R:3 method="wB97M-V/def2-TZVPD" lumo_ev=-0.1 smiles="NCC(=O)N[C@@H](CCC(=O)O)C(=O)O" e_tot_ev=-20670.0934 max_force_ev_per_a=4.14 e_above_lowest_ev=2.738 gap_ev=9.5 homo_energy_ev=-9.523
N -4.03 -1.26 0.44
C -2.79 -0.65 0.73
C -2.17 -0.25 -0.55
O -2.69 -0.59 -1.59
N -0.99 0.47 -0.59
C -0.26 0.94 0.55
C 0.49 -0.10 1.40
C 1.22 -1.21 0.53
C 2.69 -1.10 -0.10
O 3.44 -0.21 0.09
O 3.02 -2.36 -0.64
C 0.57 2.08 -0.09
O 0.10 3.19 0.09
O 1.72 1.70 -0.60
H -4.14 -1.47 -0.54
H -4.74 -0.62 0.76
H -3.03 0.24 1.30
H -2.13 -1.24 1.26
H -0.80 0.83 -1.53
H -0.95 1.40 1.24
H 1.25 0.45 2.02
H -0.12 -0.64 2.06
H 0.51 -1.43 -0.29
H 1.05 -2.18 1.13
H 3.26 -2.71 0.20
H 1.89 0.73 -0.35

---

(2)
22
Properties=species:S:1:pos:R:3 method="wB97M-V/def2-TZVPD" lumo_ev=-4.4 e_tot_ev=-11913.6517 max_force_ev_per_a=3.04 e_above_lowest_ev=4.889 gap_ev=8.1 charge=+1 homo_energy_ev=-12.542
C -0.83 1.24 1.66
C -0.22 1.51 0.29
C 0.83 2.63 0.35
N 0.41 0.37 -0.30
N 1.22 -0.29 0.33
C 1.74 -1.49 0.19
C 0.96 -2.60 -0.05
C -0.31 -2.57 -0.67
C -0.94 -1.58 -1.28
N -1.58 -1.04 -2.23
H -1.52 0.40 1.61
H -1.38 2.11 2.00
H -0.06 1.02 2.40
H -1.01 1.81 -0.42
H 1.33 2.75 -0.60
H 0.33 3.57 0.61
H 1.57 2.41 1.12
H 2.74 -1.59 0.58
H 1.31 -3.57 0.27
H -0.91 -3.48 -0.59
H -1.53 -1.37 -3.19
H -2.16 -0.22 -2.07

---

(3)
23
Properties=species:S:1:pos:R:3 method="wB97M-V/def2-TZVPD" lumo_ev=-4.4 e_tot_ev=-17159.9678 max_force_ev_per_a=2.84 e_above_lowest_ev=2.440 gap_ev=7.8 charge=+1 homo_energy_ev=-12.197
C 0.14 1.60 -1.93
Pb 0.64 -0.09 -0.73
N -0.63 -1.58 1.19
H 1.89 -1.30 -0.13
H 0.03 -1.65 1.96
H -1.22 -0.51 -0.28
H 0.03 1.18 -2.88
H 0.87 2.31 -1.66
H -0.84 1.62 -1.48
H -1.50 -1.14 1.57
H -0.85 -2.47 0.75
N 2.82 0.04 5.55
C 1.98 0.43 4.85
C 0.93 0.88 3.93
C -0.37 1.16 4.38
C -1.35 1.47 3.43
C -1.00 1.46 2.07
N 0.28 1.34 1.68
C 1.23 0.97 2.56
H -0.60 1.06 5.45
H -2.38 1.73 3.69
H -1.74 1.55 1.27
H 2.22 0.70 2.15